DFT (the ωB97M-V functional and the def2-TZVPD basis) results for a structure of composition C22H18BBrF4NPd at a distorted geometry.

XYZ file:
```
48
Properties=species:S:1:pos:R:3:forces:R:3
Pd -0.1031 0.2510 0.3179 0.76 0.14 -0.73
Br 2.4162 -0.5680 0.1036 -0.97 0.42 -0.12
C 2.2854 -0.8691 -1.7859 0.43 -0.07 -0.12
C 3.3876 -1.3216 -2.4497 -0.07 0.11 0.44
C 3.2994 -1.5527 -3.8322 -0.21 -0.02 -0.26
C 2.1337 -1.2880 -4.4996 0.27 -0.07 0.10
C 1.0032 -0.7780 -3.8231 -0.24 0.11 0.12
C -0.1812 -0.4132 -4.5030 -0.22 0.05 0.04
C -1.2630 0.0820 -3.8257 0.32 -0.24 -0.38
C -1.2294 0.2043 -2.4238 -0.20 -0.01 0.88
C -0.1019 -0.1545 -1.7550 -0.12 0.90 0.49
C 1.0627 -0.5914 -2.4122 0.23 -0.15 0.41
H 4.3105 -1.5010 -1.9140 0.01 -0.03 -0.06
H 4.1611 -1.9397 -4.3572 -0.01 0.01 -0.01
H 2.0604 -1.4703 -5.5636 0.00 0.05 -0.01
H -0.2138 -0.5242 -5.5792 -0.01 0.02 0.00
H -2.1526 0.3898 -4.3567 -0.04 -0.05 0.03
H -2.1103 0.5528 -1.8960 0.08 0.07 0.00
C -0.9519 -3.1775 5.7809 0.00 0.02 0.02
C -0.6271 -2.5526 4.4609 0.03 0.01 -0.04
C -1.2406 -2.9555 3.2827 -0.01 0.02 -0.09
C -0.9521 -2.2979 2.1004 0.04 -0.10 0.23
N -0.0751 -1.2967 2.0410 -0.17 -0.03 -0.42
C 0.5501 -0.9183 3.1605 -0.05 -0.18 0.13
C 0.3031 -1.5157 4.3766 0.06 0.05 -0.03
H -1.5722 -4.0632 5.6654 0.02 -0.01 0.00
H -1.4936 -2.4601 6.4000 -0.01 -0.02 0.01
H -0.0396 -3.4452 6.3141 -0.02 -0.03 0.01
H -1.9640 -3.7594 3.2769 0.00 0.01 0.03
H -1.4455 -2.5712 1.1774 -0.03 0.02 0.00
H 1.2707 -0.1114 3.0738 -0.05 0.04 0.03
H 0.8268 -1.1719 5.2591 -0.01 0.01 -0.01
C 0.1304 4.6807 -1.5236 -0.03 0.03 -0.01
C 1.3359 4.0106 -1.3669 -0.14 0.21 0.14
C 1.3923 2.8244 -0.6438 0.45 -0.44 0.36
C 0.2164 2.3713 -0.0944 -0.62 -0.76 -1.20
C -0.9945 3.0115 -0.2037 -0.38 -0.25 0.47
C -1.0331 4.1830 -0.9540 0.28 0.10 0.10
H 0.1032 5.6177 -2.0639 0.00 -0.06 -0.08
H 2.2468 4.4125 -1.7891 0.02 -0.03 -0.01
H 2.3397 2.3218 -0.4979 -0.07 -0.06 -0.14
H -1.8893 2.6731 0.3083 0.04 -0.06 -0.20
H -1.9745 4.7049 -1.0548 0.00 0.02 0.02
F -3.0933 -0.3207 2.5883 -0.05 0.11 -0.17
B -2.7209 0.6081 1.6648 0.20 -0.18 0.36
F -2.3406 -0.0812 0.4021 0.46 0.19 -0.27
F -1.4459 1.1945 2.0359 0.09 0.09 0.05
F -3.6260 1.5763 1.3784 -0.03 0.06 -0.07
```
Positions in Å, forces in eV/Å.

- ΔE to the lowest compared entry with this formula, charge and spin: 2.998 eV
- Net charge: +1
- E_tot: -109661.5222 eV
- Spin multiplicity: 1
- LUMO energy (alpha / beta): -6.46 / -5.92 eV
- Kohn-Sham gap (alpha / beta): 5.5 / 6.1 eV

---

DFT (the ωB97M-V functional and the def2-TZVPD basis) results for a structure of composition C22H18ClN4O4OsS3 at a distorted geometry.

XYZ file:
```
53
Properties=species:S:1:pos:R:3:forces:R:3
Os 0.1691 -1.0339 -0.6275 -0.86 1.63 0.79
O 2.4678 3.5980 -2.5430 -0.11 -0.19 0.12
C 1.1489 3.8731 -2.4606 0.59 -0.11 0.01
C 0.7207 5.0795 -2.9995 -0.11 0.32 -0.13
C -0.6079 5.4431 -2.9422 0.08 0.04 -0.01
C -1.5534 4.6092 -2.3416 -0.09 0.16 -0.07
C -1.1458 3.4069 -1.8305 0.36 -0.24 0.03
C 0.2114 3.0158 -1.8850 -1.39 -0.12 0.01
C 0.5537 1.6890 -1.4163 -1.50 0.33 -0.02
O -0.4301 0.8138 -1.1336 0.28 -0.66 0.16
N 1.7694 1.3776 -1.2805 1.37 -1.16 0.45
N 1.8474 0.0644 -0.8206 2.42 -0.95 0.08
C 3.0721 -0.4213 -0.7394 -1.70 0.75 0.03
S 4.4027 0.5250 -1.2288 0.52 0.37 -0.24
C 5.6393 -0.6914 -0.7092 0.06 0.02 0.00
C 5.0324 -2.0680 -0.8804 0.02 -0.04 -0.11
S 3.3790 -2.0110 -0.1521 -0.06 -0.32 0.23
H 2.6476 2.7464 -2.0882 -0.14 0.35 -0.18
H 1.4609 5.7165 -3.4645 -0.01 0.01 0.03
H -0.9179 6.3905 -3.3657 0.02 -0.03 0.01
H -2.5932 4.9018 -2.2935 0.02 0.01 0.01
H -1.8541 2.7293 -1.3726 0.00 0.02 -0.03
H 5.9010 -0.4861 0.3270 0.05 -0.07 0.02
H 6.5152 -0.5523 -1.3404 0.02 -0.03 0.01
H 5.5965 -2.8376 -0.3578 0.02 0.00 0.00
H 4.9254 -2.3362 -1.9298 0.14 -0.01 -0.03
Cl -0.1868 0.3966 7.7780 0.00 -0.04 -0.12
C -0.1493 0.0187 6.0915 0.04 0.02 0.09
C 1.0625 -0.2879 5.4894 0.13 -0.03 -0.01
C 1.0926 -0.5779 4.1378 0.08 -0.07 0.01
C -0.0823 -0.5470 3.3940 -0.09 0.06 0.23
C -1.2934 -0.2436 4.0109 -0.04 0.03 -0.04
C -1.3302 0.0329 5.3645 -0.17 0.00 -0.06
C -0.0435 -0.7885 1.9566 -0.66 0.16 0.30
O 0.9764 -1.2866 1.3963 0.37 -0.47 -1.60
O -1.0093 -0.5020 1.1898 0.40 0.17 -0.79
H 1.9683 -0.2939 6.0795 -0.01 0.00 -0.01
H 2.0248 -0.8260 3.6466 0.01 0.04 0.05
H -2.2001 -0.2255 3.4194 0.01 0.05 0.05
H -2.2638 0.2649 5.8576 0.02 0.01 0.00
C -4.1160 -4.6288 -3.2063 0.13 0.07 0.02
C -3.1888 -3.8070 -2.3713 0.19 0.03 -0.28
C -3.3939 -3.6239 -1.0047 -0.25 -0.14 -0.05
C -2.4741 -2.8893 -0.3061 0.32 0.22 0.23
N -1.4068 -2.3833 -0.9352 -0.48 0.00 0.71
C -1.2807 -2.5999 -2.2423 -0.14 -0.67 -0.39
S 0.2001 -1.8190 -2.8067 0.34 0.58 0.53
N -2.1118 -3.2721 -2.9879 -0.18 -0.17 -0.04
H -3.9035 -5.6867 -3.0290 -0.02 0.02 0.00
H -3.9499 -4.4213 -4.2598 -0.03 0.01 0.01
H -5.1574 -4.4509 -2.9415 0.02 0.01 0.02
H -4.2598 -4.0387 -0.5087 0.03 -0.01 -0.02
H -2.5558 -2.6888 0.7534 -0.01 0.06 -0.01
```
Positions in Å, forces in eV/Å.

- ΔE to the lowest compared entry with this formula, charge and spin: 1.066 eV
- Net charge: +1
- E_tot: -84746.7894 eV
- Spin multiplicity: 1
- LUMO energy (alpha / beta): -5.12 / -5.12 eV
- Kohn-Sham gap (alpha / beta): 5.6 / 5.6 eV

---

DFT (the ωB97M-V functional and the def2-TZVPD basis) results for a cluster of 2 separate species, C22H18ClNO3S in total at a distorted geometry.

XYZ file:
```
46
Properties=species:S:1:pos:R:3:forces:R:3
N 3.5939 -2.1692 4.1151 -1.30 1.64 -1.50
C 3.0106 -1.4221 3.4273 1.14 -1.50 1.31
C 2.3070 -0.4892 2.5790 -0.10 0.10 -0.18
C 3.0102 0.2556 1.6289 0.18 0.26 -0.14
C 2.3535 1.2004 0.8400 0.21 -0.30 0.24
C 0.9800 1.3535 0.9784 -0.20 0.11 -1.14
S 0.1667 2.7493 0.0684 0.92 -0.28 1.96
C -0.1309 4.0453 2.4617 -1.11 -1.26 -6.08
Cl 0.2269 5.4226 1.5728 -0.07 0.88 0.10
O 0.9556 3.1791 -1.0681 0.38 -0.28 -0.14
O -1.2417 2.4389 -0.1164 -0.35 -0.34 0.06
C 0.2526 0.5970 1.8901 0.04 -0.21 0.27
C 0.9250 -0.3218 2.6994 -0.27 0.15 0.02
H 4.0796 0.0936 1.5077 -0.21 0.08 0.07
H 2.9076 1.8084 0.1268 -0.17 -0.17 0.08
H -0.8039 3.3298 1.9420 0.22 1.23 0.77
H -0.8280 0.7130 1.9841 0.26 0.00 -0.11
H 0.3728 -0.9168 3.4257 0.12 0.13 -0.17
C 1.1686 10.1674 4.7551 0.33 -0.46 0.19
O 2.0597 9.0461 4.9140 -0.56 0.11 0.29
C 1.5063 7.7995 4.9544 -0.44 -0.28 -0.68
C 2.4090 6.7228 4.8197 -0.28 0.59 -0.09
C 1.9256 5.4676 4.5076 -0.08 0.08 0.17
C 0.5534 5.2419 4.4343 -0.28 -0.95 0.16
C 0.0819 3.8929 3.8186 0.12 0.29 4.65
C -1.3255 3.3471 4.2691 1.07 0.09 -0.34
C -1.4427 2.0714 4.8071 -0.26 -0.12 -0.06
C -2.6996 1.4508 4.8298 0.16 0.43 0.10
C -3.8134 2.1336 4.3241 -0.10 0.15 0.23
C -3.6964 3.4267 3.7975 0.47 0.02 0.35
C -2.4342 4.0260 3.7733 -0.61 -0.38 -0.36
C -0.3417 6.2502 4.7491 0.10 0.31 -0.06
C 0.1155 7.5516 4.9626 0.73 0.21 -0.03
H 1.8294 11.0325 4.7578 -0.18 0.00 -0.01
H 0.6198 10.1110 3.8045 0.15 -0.07 0.19
H 0.4556 10.2319 5.5878 0.19 0.03 -0.15
H 3.4730 6.9379 4.8515 -0.14 -0.05 -0.03
H 2.6091 4.6497 4.2799 -0.04 0.22 0.09
H 0.8603 3.1499 4.0765 -0.33 -0.03 -0.27
H -0.5398 1.5541 5.1427 -0.36 0.07 -0.05
H -2.7915 0.4466 5.2522 -0.08 0.36 -0.21
H -4.7979 1.6733 4.3714 0.22 -0.02 -0.09
H -4.5534 3.9802 3.4019 0.25 -0.41 0.14
H -2.2779 4.9476 3.2081 -0.26 -0.14 0.35
H -1.4124 6.0574 4.7589 0.29 0.11 -0.02
H -0.5943 8.3784 5.0378 0.23 -0.39 0.14
```
Positions in Å, forces in eV/Å.

- ΔE to the lowest compared entry with this formula, charge and spin: 6.672 eV
- Net charge: 0
- E_tot: -54091.1134 eV
- Spin multiplicity: 1
- LUMO energy: -1.90 eV
- Kohn-Sham gap: 5.6 eV

---

DFT (the ωB97M-V functional and the def2-TZVPD basis) results for an isolated molecule of C22H18F2N2O3.

XYZ file:
```
47
Properties=species:S:1:pos:R:3:forces:R:3
C 2.5507 4.2430 -0.6153 0.11 0.12 -0.19
O 2.0198 3.6360 0.5388 -0.23 -0.19 0.26
C 0.8378 2.9635 0.4378 -0.23 -0.19 0.18
C 0.0891 2.8492 -0.7271 0.26 0.16 -0.08
C -1.0798 2.1124 -0.7355 -0.20 0.01 0.28
C -1.5474 1.5056 0.4256 0.37 0.42 -0.09
C -2.7843 0.7314 0.4496 0.17 -0.16 0.00
N -3.2722 -0.0792 -0.3989 -0.67 -0.28 0.39
N -2.5929 -0.4786 -1.5168 -0.05 0.28 -0.31
C -1.2788 -0.8384 -1.5788 0.03 -0.09 0.14
O -0.4930 -0.7067 -0.6612 -0.06 -0.23 -0.11
C -0.8672 -1.4618 -2.8753 0.03 0.07 -0.27
C 0.1902 -2.3691 -2.8412 -0.10 0.04 -0.04
C 0.6555 -2.9700 -3.9948 0.06 -0.05 0.05
C 0.0813 -2.6611 -5.2177 -0.06 0.08 0.05
C -0.9554 -1.7469 -5.2836 -0.10 0.08 0.02
C -1.4157 -1.1630 -4.1182 0.17 -0.15 0.03
F -2.4214 -0.2616 -4.2220 0.07 -0.10 -0.01
C -0.8204 1.6688 1.6037 -0.10 0.04 -0.31
C 0.3754 2.3546 1.6155 0.20 0.19 0.01
C 1.2102 2.4507 2.8696 0.21 0.29 -0.14
O 0.9198 1.4640 3.8336 -0.21 0.01 0.12
C 1.1856 0.1600 3.5392 0.11 -0.40 0.06
C 0.8897 -0.7547 4.5522 0.01 0.26 -0.18
C 1.1122 -2.1035 4.3707 0.07 -0.13 -0.19
C 1.6340 -2.5361 3.1643 0.04 0.11 -0.07
F 1.8533 -3.8600 2.9775 -0.02 0.08 0.01
C 1.9363 -1.6517 2.1493 -0.02 -0.36 0.21
C 1.7139 -0.2988 2.3367 -0.05 0.30 0.16
H 1.8877 5.0250 -0.9986 0.02 -0.05 0.01
H 3.4922 4.6920 -0.3025 -0.06 -0.01 -0.08
H 2.7436 3.5088 -1.4037 -0.03 0.03 0.03
H 0.4171 3.3169 -1.6419 0.06 0.06 -0.06
H -1.6420 2.0280 -1.6543 -0.03 -0.04 -0.07
H -3.4108 0.8555 1.3269 -0.11 0.06 0.02
H -3.2316 -0.8370 -2.2149 0.31 0.04 0.12
H 0.6309 -2.5866 -1.8802 0.04 0.01 0.08
H 1.4688 -3.6771 -3.9425 0.07 -0.06 0.01
H 0.4425 -3.1247 -6.1227 0.03 -0.04 -0.08
H -1.4118 -1.4767 -6.2229 -0.06 0.04 -0.08
H -1.1734 1.2081 2.5144 -0.01 -0.05 0.12
H 2.2746 2.4331 2.6005 -0.13 -0.02 0.09
H 1.0084 3.4001 3.3780 0.13 -0.12 -0.08
H 0.4814 -0.3814 5.4780 -0.04 0.04 0.11
H 0.8847 -2.8168 5.1469 -0.01 -0.08 0.07
H 2.3339 -2.0166 1.2162 0.03 -0.06 -0.10
H 1.9369 0.3781 1.5294 0.01 0.08 -0.08
```
Positions in Å, forces in eV/Å.

- ΔE to the lowest compared entry with this formula, charge and spin: 2.269 eV
- Net charge: 0
- E_tot: -37662.4604 eV
- Spin multiplicity: 1
- LUMO energy: 0.37 eV
- SMILES: COc1ccc(/C=N\NC(=O)c2ccccc2F)cc1COc1ccc(F)cc1
- Kohn-Sham gap: 8.6 eV

---

DFT (the ωB97M-V functional and the def2-TZVPD basis) results for an isolated molecule of C22H18F4O3 at a distorted geometry.

XYZ file:
```
47
Properties=species:S:1:pos:R:3:forces:R:3
C -2.3241 -0.4064 -3.6655 -0.10 -0.44 -0.79
C -0.9899 -0.2264 -2.9779 0.95 1.18 0.47
O -0.1520 0.4746 -3.5452 -0.77 -1.34 1.21
C -0.6387 -0.7911 -1.4796 -0.71 -0.44 -0.62
C -0.2980 0.4730 -0.4558 -0.07 -1.21 -1.40
C 0.5373 0.2460 0.7861 1.30 -0.13 -0.32
C 1.9100 0.2841 0.7722 -1.61 -0.28 -0.40
C 2.8104 0.4505 1.9128 0.73 -0.01 1.36
C 4.1964 0.3603 1.6741 -0.63 0.02 -0.54
C 5.0985 0.6677 2.6651 0.84 0.03 1.00
F 6.4379 0.5700 2.3910 -0.95 0.09 0.10
C 4.7366 1.0413 3.9700 -1.09 -0.44 -1.52
C 3.3514 1.0712 4.1916 0.48 -0.06 0.74
F 2.9577 1.3875 5.4692 0.05 -0.22 -1.08
C 2.3948 0.7716 3.2311 0.00 0.04 -0.56
C -1.5929 1.2175 -0.2105 0.13 0.91 -0.13
C -2.2978 1.2270 0.9968 -0.06 -0.06 -0.65
C -3.4882 1.9380 1.0471 -0.80 0.65 0.33
F -4.1989 1.9495 2.2208 0.62 -0.09 -0.74
C -4.0209 2.6887 -0.0066 0.90 -0.66 -0.58
C -3.2915 2.6285 -1.2061 -0.66 0.47 0.39
F -3.7987 3.2874 -2.3132 0.73 -0.71 1.23
C -2.0846 1.9578 -1.2884 -0.21 0.32 -0.82
C 0.6387 -1.7050 -1.5691 -0.49 0.82 0.54
C 0.3532 -3.1958 -1.4524 -0.42 0.66 -0.40
C -0.4065 -3.4054 -0.1705 -0.68 0.19 0.48
O -1.4230 -2.3709 0.1139 -0.48 -0.51 -0.28
C -1.8274 -1.5347 -0.8699 -2.51 0.24 -1.38
O -3.0370 -1.3517 -1.1703 4.25 -0.64 1.63
H -2.8492 -1.3500 -3.5505 0.23 -0.06 0.42
H -3.0232 0.3733 -3.3749 0.04 0.09 0.43
H -2.1762 -0.2638 -4.7382 0.32 0.09 0.09
H 0.3198 0.9379 -1.2245 0.06 0.95 0.45
H -0.0258 0.1169 1.7177 0.49 0.29 -0.23
H 2.4688 0.1932 -0.1856 -0.70 0.51 0.54
H 4.5307 0.0618 0.6791 0.14 0.19 0.34
H 5.4642 1.2611 4.7268 0.09 0.07 0.18
H 1.3329 0.8119 3.4741 0.36 0.12 0.07
H -1.9524 0.6780 1.8572 -0.16 0.00 0.14
H -4.9304 3.2706 0.0637 0.03 -0.18 0.14
H -1.5403 2.0164 -2.2382 -0.19 -0.01 0.52
H 1.2188 -1.4031 -2.4335 0.03 -0.16 -0.27
H 1.2153 -1.4239 -0.6942 0.29 -0.22 -0.03
H -0.2352 -3.5231 -2.3112 0.11 -0.24 -0.05
H 1.2973 -3.7457 -1.3957 -0.22 -0.07 -0.16
H -0.9325 -4.3615 -0.1010 0.02 0.14 -0.23
H 0.2647 -3.3549 0.6678 0.33 0.12 0.42
```
Positions in Å, forces in eV/Å.

- ΔE to the lowest compared entry with this formula, charge and spin: 0.000 eV
- Net charge: 0
- E_tot: -40116.8422 eV
- Spin multiplicity: 1
- LUMO energy: -0.49 eV
- SMILES: CC(=O)[C@]1([C@H](/C=C/c2cc(F)cc(F)c2)c2cc(F)cc(F)c2)CCCOC1=O
- Kohn-Sham gap: 8.6 eV